C23H64N3O16Y as an isolated structure, computed with ωB97M-V/def2-TZVPD.

2S+1 = 2
orbital gap (spin up / spin down) = 6.147 / 3.310 eV
LUMO level (spin up / spin down) = -8.9 / -11.7 eV
net charge = +3
DFT total energy = -63134.6252 eV

CARTESIAN COORDINATES (ANGSTROEM)
Y1 1.908 -6.027 16.927
O1 1.347 -10.245 16.277
C1 1.472 -8.913 16.256
O2 2.530 -8.289 16.103
O3 0.554 -8.169 16.598
H1 2.248 -10.570 16.214
C2 -3.372 -12.681 11.649
C3 -2.514 -13.943 11.848
C4 -1.789 -14.220 13.230
O4 -0.809 -13.300 13.487
C5 -0.261 -13.437 14.758
N1 -3.373 -15.082 11.549
H2 -3.585 -12.507 10.595
H3 -2.909 -11.771 12.031
H4 -4.311 -12.747 12.199
H5 -1.758 -13.934 11.063
H6 -1.351 -15.217 13.178
H7 -2.490 -14.239 14.064
H8 0.358 -14.316 14.939
H9 -1.133 -13.511 15.409
H10 0.211 -12.470 14.928
H11 -4.212 -15.051 12.111
H12 -2.917 -15.951 11.788
C6 1.302 -10.250 11.677
C7 1.263 -8.755 11.392
C8 0.081 -8.204 10.390
O5 0.328 -8.615 9.014
C9 -0.789 -8.333 8.176
N2 1.105 -8.168 12.702
H13 1.507 -10.918 10.841
H14 0.376 -10.611 12.126
H15 2.096 -10.359 12.415
H16 2.230 -8.469 10.980
H17 -0.067 -7.131 10.512
H18 -0.894 -8.595 10.679
H19 -1.587 -7.798 8.690
H20 -1.123 -9.314 7.837
H21 -0.472 -7.777 7.293
H22 1.808 -8.626 13.265
H23 1.526 -7.262 12.550
C10 4.971 -8.144 20.637
C11 5.069 -8.880 19.395
C12 6.118 -9.978 19.460
O6 6.137 -10.641 18.262
C13 6.604 -9.989 17.103
N3 3.716 -9.389 19.105
H24 5.951 -7.883 21.038
H25 4.534 -8.676 21.482
H26 4.484 -7.178 20.504
H27 5.364 -8.180 18.613
H28 5.831 -10.703 20.221
H29 7.107 -9.550 19.623
H30 5.965 -9.188 16.730
H31 6.664 -10.676 16.259
H32 7.567 -9.502 17.257
H33 3.834 -10.019 18.324
H34 3.522 -9.964 19.912
C14 -1.900 -9.829 14.499
C15 -2.446 -8.538 13.929
O7 -1.441 -7.541 13.716
O8 -1.836 -9.706 15.934
H35 -0.918 -10.144 14.148
H36 -2.613 -10.599 14.202
H37 -3.305 -8.273 14.545
H38 -2.942 -8.579 12.959
H39 -0.743 -8.070 13.322
H40 -1.020 -9.299 16.232
C16 1.082 -7.385 19.809
C17 0.077 -6.164 19.650
O9 0.014 -5.915 18.285
O10 2.223 -7.248 19.010
H41 0.542 -8.222 19.367
H42 1.231 -7.688 20.846
H43 0.430 -5.377 20.317
H44 -0.820 -6.592 20.099
H45 -0.922 -5.799 18.107
H46 2.819 -7.970 19.223
C18 1.586 -11.796 20.413
C19 1.694 -12.362 19.017
O11 2.240 -13.674 18.900
O12 2.828 -11.782 21.033
H47 0.885 -12.483 20.887
H48 1.226 -10.773 20.303
H49 2.293 -11.714 18.378
H50 0.676 -12.307 18.630
H51 3.175 -13.542 18.725
H52 3.014 -12.689 21.290
C20 -0.272 -3.457 16.322
C21 -0.496 -4.435 15.132
O13 -0.130 -5.797 15.394
O14 1.039 -3.658 16.660
H53 -0.848 -3.823 17.172
H54 -0.497 -2.391 16.284
H55 0.105 -4.119 14.279
H56 -1.526 -4.465 14.775
H57 -0.576 -6.358 14.755
H58 1.444 -2.789 16.703
C22 3.856 -12.665 16.008
C23 4.844 -13.271 16.992
O15 4.657 -13.061 18.367
O16 3.870 -11.233 16.019
H59 2.821 -12.994 16.109
H60 4.039 -12.936 14.968
H61 5.884 -13.195 16.675
H62 4.609 -14.334 16.934
H63 5.067 -12.204 18.508
H64 4.447 -10.948 15.307


A 5-piece molecular cluster, C4H21N3O4 overall, computed with ωB97M-V/def2-TZVPD.

energy relative to the best compared isomer or geometry (same formula, charge and spin) = 30.3 kcal per mole
orbital gap = 9.169 eV
LUMO level = -5.9 eV
net charge = +2
DFT total energy = -17133.3945 eV

CARTESIAN COORDINATES (ANGSTROEM)
C1 2.448 -0.400 -0.537
C2 1.047 -1.026 -0.942
C3 -0.159 -0.218 -1.275
C4 -0.450 0.154 -2.538
N1 -1.200 1.194 -2.970
N2 -1.139 -0.042 -0.122
N3 2.700 -0.342 0.961
H1 3.240 -1.068 -0.989
H2 2.435 0.652 -0.788
H3 1.408 -1.594 -1.821
H4 0.809 -1.630 -0.031
H5 0.357 -0.162 -3.232
H6 -1.374 1.484 -3.938
H7 -2.006 1.405 -2.373
H8 -0.625 0.609 0.525
H9 -1.362 -0.886 0.400
H10 -1.947 0.419 -0.518
H11 2.519 -1.216 1.471
H12 3.719 -0.260 1.121
H13 2.244 0.446 1.446
H14 -4.275 1.878 -0.099
H15 -4.508 0.809 -1.199
O1 -3.829 1.246 -0.672
H16 0.101 -3.776 1.452
H17 0.763 -3.419 2.655
O2 0.301 -2.943 1.944
H18 -1.383 2.861 1.217
H19 0.110 3.043 1.504
O3 -0.556 2.357 1.344
H20 0.219 -0.613 2.843
H21 -0.183 0.790 2.711
O4 0.578 0.248 2.450


C15H23N3O3 in the gas phase, computed with ωB97M-V/def2-TZVPD.

energy relative to the best compared isomer or geometry (same formula, charge and spin) = 20.8 kcal per mole
orbital gap = 9.036 eV
LUMO level = 0.8 eV
net charge = 0
structure (SMILES) = CCOc1ccc(CC(C(N)=O)C(N)=O)cc1CN(C)C
DFT total energy = -26542.1572 eV

CARTESIAN COORDINATES (ANGSTROEM)
C1 -4.693 -2.772 0.544
C2 -3.242 -2.714 0.089
O1 -2.777 -1.400 0.316
C3 -1.497 -1.080 -0.037
C4 -0.587 -1.976 -0.588
C5 0.692 -1.564 -0.918
C6 1.094 -0.255 -0.705
C7 2.495 0.190 -1.027
C8 3.399 -0.002 0.195
C9 4.692 0.806 0.213
N1 5.147 1.228 -0.980
O2 5.285 1.012 1.253
C10 3.873 -1.459 0.330
N2 4.381 -1.723 1.551
O3 3.801 -2.270 -0.564
C11 0.184 0.634 -0.148
C12 -1.102 0.247 0.182
C13 -2.057 1.246 0.779
N3 -1.915 2.556 0.159
C14 -2.368 2.532 -1.216
C15 -2.603 3.578 0.916
H1 -5.289 -2.064 -0.024
H2 -4.761 -2.516 1.598
H3 -5.088 -3.773 0.394
H4 -3.170 -2.964 -0.979
H5 -2.638 -3.433 0.660
H6 -0.865 -3.002 -0.767
H7 1.388 -2.275 -1.337
H8 2.881 -0.410 -1.854
H9 2.480 1.245 -1.309
H10 2.851 0.253 1.106
H11 4.709 0.956 -1.841
H12 6.033 1.705 -1.014
H13 4.833 -2.611 1.700
H14 4.644 -0.951 2.147
H15 0.461 1.663 0.025
H16 -3.087 0.861 0.696
H17 -1.827 1.355 1.845
H18 -3.446 2.318 -1.301
H19 -1.819 1.765 -1.759
H20 -2.168 3.499 -1.675
H21 -2.440 4.543 0.438
H22 -3.689 3.403 0.984
H23 -2.194 3.617 1.924